Entry 1:
Molecular formula: C5H10NO2
Method: DFT, the ωB97M-V functional and the def2-TZVPD basis

XYZ file:
```
18
Properties=species:S:1:pos:R:3:mulliken_charge:R:1
C 1.34 0.35 -2.12 -0.982
N 1.17 0.97 -0.84 -0.292
C 0.00 0.60 -0.07 0.047
C 0.47 0.74 1.49 -0.220
O 1.77 0.90 1.63 -0.920
C -0.53 -0.81 -0.26 -0.726
C -1.90 -0.97 0.33 0.023
O -2.66 -1.89 0.11 -0.533
H 0.40 0.42 -2.68 0.296
H 1.59 -0.72 -2.13 0.289
H 2.04 0.90 -2.75 0.334
H 1.98 1.11 -0.23 0.246
H -0.77 1.36 -0.22 0.195
H 0.08 -0.19 2.04 0.110
H -0.16 1.57 1.98 0.145
H -0.59 -1.08 -1.32 0.363
H 0.18 -1.52 0.17 0.296
H -2.22 -0.14 0.99 0.329
```

Computed properties:
energy above the lowest of the compared OMol25 structures with the same formula, charge and spin = 70.0 kcal per mole
SMILES string = CN[C@H](C[O-])CC=O
calculated total energy = -401.715306 hartree
HOMO = -2.8 eV
net charge = -1
gap between HOMO and LUMO = 6.58 eV

***

Entry 2:
Molecular formula: C15H25As2N2O2Pt
Method: DFT, the ωB97M-V functional and the def2-TZVPD basis

XYZ file:
```
47
Properties=species:S:1:pos:R:3:mulliken_charge:R:1
Pt 0.46 1.01 0.76 0.335
C 4.16 3.28 -0.58 -1.384
C 2.91 2.47 -0.82 0.323
N 2.91 1.19 -0.86 -0.227
O 4.18 0.65 -0.55 -0.488
C 1.65 3.18 -1.04 0.655
C 1.66 4.47 -1.80 -1.466
N 0.53 2.67 -0.62 -0.142
O -0.58 3.26 -0.91 -0.699
H 4.80 2.77 0.15 0.425
H 3.91 4.27 -0.23 0.332
H 4.74 3.37 -1.50 0.285
H 3.96 -0.28 -0.48 0.342
H 2.40 4.46 -2.60 0.329
H 1.89 5.33 -1.15 0.279
H 0.67 4.63 -2.21 0.409
C -3.05 1.61 -0.43 -1.411
As -1.58 0.37 -0.69 0.556
C -2.32 -0.60 -2.28 -1.280
C -2.10 -1.07 0.56 0.362
C -3.22 -0.98 1.38 -0.324
C -3.51 -1.97 2.32 -0.619
C -2.68 -3.07 2.44 -0.834
C -1.57 -3.17 1.62 -0.242
C -1.26 -2.18 0.69 0.013
As 0.35 -2.29 -0.42 0.362
C 0.04 -4.15 -1.05 -1.206
C 1.65 -2.76 0.97 -1.016
H -4.01 1.11 -0.37 0.509
H -3.02 2.30 -1.27 0.380
H -2.84 2.19 0.47 0.294
H -3.12 -1.27 -1.97 0.322
H -1.52 -1.16 -2.75 0.358
H -2.70 0.13 -2.99 0.444
H -3.87 -0.12 1.32 0.234
H -4.38 -1.86 2.96 0.356
H -2.89 -3.84 3.17 0.351
H -0.92 -4.03 1.72 0.189
H -0.15 -4.84 -0.23 0.315
H 0.92 -4.48 -1.60 0.403
H -0.81 -4.16 -1.73 0.326
H 1.30 -3.59 1.59 0.358
H 1.81 -1.87 1.58 0.148
H 2.58 -3.05 0.48 0.383
C 0.80 0.70 2.55 -0.711
H 0.02 0.79 3.33 0.312
H 1.77 0.58 3.05 0.361
```

Computed properties:
energy above the lowest of the compared OMol25 structures with the same formula, charge and spin = 21.6 kcal per mole
calculated total energy = -5437.247315 hartree
HOMO = -3.5 eV
net charge = -1
gap between HOMO and LUMO = 6.56 eV

***

Entry 3:
Molecular formula: C4H6ClNO2
Method: DFT, the ωB97M-V functional and the def2-TZVPD basis

XYZ file:
```
14
Properties=species:S:1:pos:R:3:mulliken_charge:R:1
C -0.95 -1.35 2.53 -0.646
C -1.73 -0.85 1.52 -0.054
O -1.37 -0.04 0.45 -0.335
C -0.13 0.40 0.21 0.508
C 0.15 1.24 -0.90 -0.488
Cl 0.31 0.26 -2.40 -0.183
N 0.85 0.03 0.98 -0.299
O 2.11 -0.01 0.48 -0.448
H 0.14 -1.19 2.51 0.323
H -1.48 -2.00 3.11 0.328
H -2.84 -1.34 1.30 0.244
H 1.12 1.74 -0.77 0.355
H -0.74 1.92 -1.34 0.264
H 2.55 0.01 1.61 0.430
```

Computed properties:
energy above the lowest of the compared OMol25 structures with the same formula, charge and spin = 138.0 kcal per mole
SMILES string = C=CO/C(CCl)=N/O
calculated total energy = -821.252682 hartree
HOMO = -8.9 eV
net charge = 0
gap between HOMO and LUMO = 9.19 eV

***

Entry 4:
Molecular formula: C4H12NS2
Method: DFT, the ωB97M-V functional and the def2-TZVPD basis

XYZ file:
```
19
Properties=species:S:1:pos:R:3:lowdin_spin:R:1
C 1.09 2.04 0.08 0.000
C 2.14 1.20 -0.08 0.000
N 0.14 1.97 1.10 0.003
H 0.94 2.95 -0.57 0.000
H 2.90 1.42 -0.82 0.000
H 2.13 0.30 0.56 0.000
H 0.00 1.08 1.54 -0.001
H -0.78 2.30 0.78 0.000
H -0.27 -0.95 0.06 0.022
C -0.19 -0.56 -2.29 0.054
S -1.41 -0.17 -0.98 0.614
S 0.20 -1.44 1.36 0.263
C -1.47 -2.04 1.69 0.014
H 0.84 -0.36 -2.03 0.008
H -0.26 -1.59 -2.55 -0.001
H -0.52 0.14 -3.12 0.020
H -1.93 -2.45 0.80 0.000
H -1.52 -2.75 2.54 0.005
H -2.04 -1.09 1.92 0.000
```

Computed properties:
energy above the lowest of the compared OMol25 structures with the same formula, charge and spin = 32.3 kcal per mole
calculated total energy = -1010.620067 hartree
HOMO (spin up / spin down) = -8.1 / -8.1 eV
net charge = 0
⟨S²⟩ = 0.7585
2S+1 = 2
gap between HOMO and LUMO (spin up / spin down) = 8.82 / 5.74 eV

***

Entry 5:
Molecular formula: C20H27NO2
Method: DFT, the ωB97M-V functional and the def2-TZVPD basis

XYZ file:
```
50
Properties=species:S:1:pos:R:3:mulliken_charge:R:1
C 3.91 1.48 2.88 -1.468
H 4.79 1.19 3.38 0.538
H 4.05 1.99 2.06 0.468
H 3.25 1.89 3.50 0.348
C 3.54 -0.02 2.27 -1.204
N 2.25 0.40 1.62 0.540
C 2.50 1.01 0.26 -1.633
H 2.15 -0.04 -0.41 0.175
C 1.70 2.06 0.12 0.745
O 1.29 2.72 1.22 -0.689
H 1.19 1.99 2.11 0.350
C 0.48 1.85 -0.71 -1.007
O -0.29 0.86 -0.48 0.279
C -1.61 0.64 -1.10 -1.628
C -2.44 -0.32 -0.35 0.455
C -3.37 -0.91 -0.98 0.109
C -4.24 -1.73 -0.40 -1.106
C -4.28 -1.62 1.11 -0.004
C -3.54 -0.97 1.79 -0.597
C -2.58 0.00 1.08 -0.807
H -1.78 0.49 1.55 0.529
H -3.46 -0.62 2.99 0.169
H -5.09 -2.27 1.79 0.133
H -5.03 -2.29 -0.69 0.551
H -3.41 -1.39 -1.93 0.283
C -1.15 -0.13 -2.44 0.344
C -1.30 0.40 -3.82 -0.274
C -1.09 -0.38 -4.70 -0.385
C -0.17 -1.32 -4.65 -0.141
C 0.10 -1.85 -3.46 -0.695
C -0.37 -1.32 -2.20 -0.011
H 0.02 -1.71 -1.29 0.500
H 0.67 -2.81 -3.29 0.277
H 0.23 -1.97 -5.63 0.190
H -1.17 0.09 -5.81 0.197
H -2.17 1.25 -3.65 0.163
H -2.00 1.40 -1.45 1.727
H 0.67 1.90 -1.85 0.298
H -0.14 2.90 -0.88 0.174
H 2.27 2.94 -0.29 0.382
H 3.42 1.13 0.06 0.872
C 1.18 -0.52 1.88 0.233
C 0.57 -0.71 3.12 -1.507
H 1.27 -0.96 3.83 0.607
H 0.12 0.15 3.40 0.361
H -0.38 -1.56 2.92 0.195
H 1.68 -1.71 1.44 0.247
H 0.45 -0.57 0.77 -0.332
H 4.11 -0.57 1.88 0.891
H 3.19 -0.45 3.42 0.158
```

Computed properties:
energy above the lowest of the compared OMol25 structures with the same formula, charge and spin = 500.9 kcal per mole
calculated total energy = -982.777894 hartree
HOMO = -8.2 eV
net charge = 0
gap between HOMO and LUMO = 8.50 eV